Entry w
A structure of composition C2H3I3O2. Source: OMol25; level of theory: ωB97M-V/def2-TZVPD.

ORCA input file:
```
! wB97M-V def2-TZVPD RIJCOSX def2/J DEFGRID3
* xyz 0 1
C 0.78384 -0.25182 -0.61228
C -0.40140 0.31297 0.09071
O -0.71211 1.58973 -0.22511
O -0.35473 0.17839 1.45328
I 2.40735 1.11492 -0.56122
I 1.42884 -2.24075 0.08279
I -2.05670 -1.33116 -0.53691
H 0.31353 -0.68686 -1.86599
H -1.37754 1.99957 0.41091
H -0.03108 -0.68499 1.76382
*
```

The molar mass is 439.756 u. For the HOMO-LUMO gap, the calculation gives 8.360 eV.


Entry x
A cluster of 2 separate species, C2H3I3O2 in total. Source: OMol25; level of theory: ωB97M-V/def2-TZVPD.

ORCA input file:
```
! wB97M-V def2-TZVPD RIJCOSX def2/J DEFGRID3
* xyz 0 1
C 0.70080 0.35862 -0.52189
C -0.46574 -0.19207 0.19824
O -1.67020 0.44705 -0.02095
O -0.28257 -0.29579 1.54366
I 0.87260 2.47029 -0.50102
I 2.57005 -0.47696 -0.12780
I -0.71508 -2.32869 -0.53675
H 0.46047 0.18914 -2.53402
H -2.17098 0.41045 0.83606
H 0.70067 -0.58203 1.66448
*
```

The molar mass is 439.756 u. For the HOMO-LUMO gap (spin up / spin down), the calculation gives 7.650 / 7.921 eV.


Entry y
A structure of composition C2H3I3O2. Source: OMol25; level of theory: ωB97M-V/def2-TZVPD.

ORCA input file:
```
! wB97M-V def2-TZVPD RIJCOSX def2/J DEFGRID3
* xyz 0 1
C -0.15379 -0.02734 1.63054
C -0.62146 1.15391 2.06973
O -0.88888 -1.23268 1.56536
O -0.27498 -0.67710 -1.26078
I -1.75505 0.67279 -1.43477
I 0.43774 2.98973 1.92462
I -2.71007 1.29082 2.28574
H 0.86334 -0.05222 1.17662
H -0.42487 -1.84323 1.02428
H 0.31237 -0.54767 -2.09159
*
```

The molar mass is 439.756 u. For the HOMO-LUMO gap, the calculation gives 7.616 eV.


What should be chosen as the most stable of them? Choose entry w.


Entry w
A cluster of 2 separate species, C3H11O in total. Source: OMol25; level of theory: ωB97M-V/def2-TZVPD.

ORCA input file:
```
! wB97M-V def2-TZVPD RIJCOSX def2/J DEFGRID3
* xyz 1 1
O 1.75734 2.39583 0.55371
H 1.64511 2.79232 1.43817
H 1.61665 3.06252 -0.14616
H 1.28268 1.52635 0.37518
C 0.53647 -0.19258 -0.13475
C -0.38222 -1.40729 0.02070
C -1.80518 -1.17762 -0.45142
H 0.84312 -0.06506 -1.17726
H 1.39126 -0.30755 0.54670
H -0.03063 0.70832 0.19122
H -0.40412 -1.70886 1.06694
H 0.08258 -2.23523 -0.51156
H -2.40532 -2.06591 -0.27251
H -2.26611 -0.31749 0.02175
H -1.86164 -1.00776 -1.52071
*
```

The molar mass is 63.120 u. For the HOMO-LUMO gap, the calculation gives 10.444 eV.


Entry x
A cluster of 2 separate species, C3H11O in total. Source: OMol25; level of theory: ωB97M-V/def2-TZVPD.

ORCA input file:
```
! wB97M-V def2-TZVPD RIJCOSX def2/J DEFGRID3
* xyz 1 1
O -0.75713 2.71211 0.37153
H -0.39857 3.13223 -0.41989
H -0.95876 3.31184 1.10544
H -0.80050 1.72268 0.42482
C -0.65881 -0.33514 -0.76716
C 0.73947 -0.85968 -0.49678
C 0.81172 -1.87495 0.64430
H -1.46943 -1.05960 -0.77450
H -0.64739 0.40905 -1.56530
H -0.96237 0.26702 0.13469
H 1.31446 0.02180 -0.17189
H 1.27819 -1.14224 -1.39704
H 1.79124 -2.34452 0.68569
H 0.70950 -1.35214 1.60130
H 0.00837 -2.60846 0.62480
*
```

The molar mass is 63.120 u. For the HOMO-LUMO gap, the calculation gives 10.081 eV.


What should be chosen as the most stable of them? Choose entry w.


Entry w
The ion C3H7N4S with charge +1. Source: OMol25; level of theory: ωB97M-V/def2-TZVPD.

ORCA input file:
```
! wB97M-V def2-TZVPD RIJCOSX def2/J DEFGRID3
* xyz 1 1
C 0.63590 0.73095 0.70094
C -0.30750 0.44332 -0.45322
N 0.20154 -0.73899 -1.23596
N -0.47177 1.72369 -1.11378
N -1.57732 2.18603 -0.91317
N -2.32796 1.47533 -0.02512
C -1.63500 0.42062 0.26336
S -2.23563 -0.71177 1.38151
H 1.68878 0.90801 0.45469
H 0.78752 -0.04651 1.37204
H 0.42258 1.52402 1.37572
H 0.56427 -0.25933 -2.06716
H -0.49190 -1.38317 -1.53099
H 0.83724 -1.23669 -0.66659
H -3.06808 0.09011 2.05232
*
```

As for the SMILES: C[C@]1([NH3+])N=NN=C1S. The molar mass is 131.184 u. For the HOMO-LUMO gap, the calculation gives 8.891 eV.


Entry x
The ion C3H7N4S with charge +1. Source: OMol25; level of theory: ωB97M-V/def2-TZVPD.

ORCA input file:
```
! wB97M-V def2-TZVPD RIJCOSX def2/J DEFGRID3
* xyz 1 1
N 2.58075 1.71750 0.50544
C 2.00950 0.97546 -0.24674
N 1.34605 0.03065 -0.69232
C 1.17101 -1.32257 0.04312
N -0.08880 -1.67350 0.24905
C -1.17495 -1.03982 0.16464
S -1.45702 0.63923 -0.33567
N -3.17871 0.78686 -0.00797
H 3.48408 2.22579 0.58665
H 0.85969 -0.01946 -1.56134
H 1.78670 -1.14641 1.06493
H 1.67248 -2.16333 -0.59965
H -2.09228 -1.66214 0.39703
H -3.31731 1.05971 1.00630
H -3.60117 1.59203 -0.57347
*
```

As for the SMILES: [NH+]#CNC/N=C\SN. The molar mass is 131.184 u. For the HOMO-LUMO gap, the calculation gives 8.289 eV.


Entry y
A cluster of 2 separate species, C3H7N4S in total. Source: OMol25; level of theory: ωB97M-V/def2-TZVPD.

ORCA input file:
```
! wB97M-V def2-TZVPD RIJCOSX def2/J DEFGRID3
* xyz 1 1
C -0.50999 2.23022 0.01896
C -0.27928 -1.43911 0.27497
C 0.14146 2.30289 -1.36303
N -1.11685 1.15051 0.28026
N -1.18793 0.24488 -0.74652
N -0.44518 -1.63093 1.55470
N 0.33292 -2.32674 -0.47969
S -0.39954 0.68890 -2.10190
H -0.41225 3.15175 0.69916
H -0.37947 3.06264 -1.82748
H 1.12686 2.35058 -1.10946
H -1.24509 -1.29188 2.03359
H -0.05072 -2.41713 2.02592
H 0.76713 -2.13028 -1.36663
H 0.81081 -3.07000 -0.04225
*
```

The molar mass is 131.184 u. For the HOMO-LUMO gap (spin up / spin down), the calculation gives 7.524 / 7.773 eV.


What should be chosen as the most stable of them? Choose entry x.


Entry w
The molecule C7H12S. Source: OMol25; level of theory: ωB97M-V/def2-TZVPD.

ORCA input file:
```
! wB97M-V def2-TZVPD RIJCOSX def2/J DEFGRID3
* xyz 0 1
C -2.96454 -0.72211 -1.43947
C -2.17832 -0.11705 -0.65037
C -1.92067 0.42406 0.70873
C -0.96280 0.72382 -0.40929
C 0.48773 0.24227 -0.74162
C 1.21343 0.30437 0.66776
C 2.42116 -0.65118 0.61578
S 1.38930 2.14400 1.02855
H -3.83090 -1.23820 -0.97971
H -2.80326 -0.90806 -2.45298
H -2.63137 1.23403 1.16879
H -1.62679 -0.26161 1.47028
H -1.08706 1.68631 -0.98816
H 0.58053 -0.75789 -1.09230
H 0.84519 0.82105 -1.55535
H 0.48111 -0.01454 1.32360
H 2.84984 -0.40359 1.59897
H 3.07102 -0.35233 -0.22221
H 2.21957 -1.68455 0.69561
H 2.20909 2.24235 -0.00016
*
```

As for the SMILES: C=C1C[C@H]1C[C@@H](C)S. The molar mass is 128.240 u. For the HOMO-LUMO gap, the calculation gives 9.843 eV.


Entry x
A structure of composition C7H12S. Source: OMol25; level of theory: ωB97M-V/def2-TZVPD.

ORCA input file:
```
! wB97M-V def2-TZVPD RIJCOSX def2/J DEFGRID3
* xyz 0 1
C 1.26502 1.73880 -0.38485
C 0.00661 1.23727 0.44925
C -0.44664 -0.19492 0.22581
C -1.71245 -0.46881 1.07802
C -1.20373 -0.38919 -1.11050
C 0.73968 -1.11293 0.50862
C 1.40419 -1.78218 -0.41815
H 1.68982 2.62512 0.04858
H 0.96465 1.95504 -1.44618
H 2.04250 1.00477 -0.43044
H 0.25859 1.35448 1.51827
H -0.84332 1.99252 0.32496
H -1.86535 -1.45472 1.45903
H -1.78337 0.27269 1.87832
H -1.20200 -1.46994 -1.31019
H -0.84819 0.16356 -1.94282
H 1.05610 -1.24842 1.52847
H 1.08164 -1.72509 -1.46362
H 2.20033 -2.51795 -0.17643
S -2.80410 0.01992 -0.33612
*
```

The molar mass is 128.240 u. For the HOMO-LUMO gap, the calculation gives 9.508 eV.


Entry y
The molecule C7H12S. Source: OMol25; level of theory: ωB97M-V/def2-TZVPD.

ORCA input file:
```
! wB97M-V def2-TZVPD RIJCOSX def2/J DEFGRID3
* xyz 0 1
C 0.37835 0.66289 1.69505
C -0.62252 0.16748 0.72169
C -1.24699 1.39576 -0.01198
C -1.05497 1.40599 -1.31373
C -0.16029 0.20598 -1.71628
C -0.09805 -0.67011 -0.51860
C 1.23763 -1.27120 -0.31802
S -1.44084 -1.96202 -0.79084
H 1.36016 0.78723 1.34475
H 0.43568 0.06438 2.63547
H 0.02456 1.70242 1.97855
H -1.49303 -0.47895 1.10398
H -2.00840 2.09144 0.40802
H -1.55145 1.91455 -2.09914
H -0.58373 -0.31376 -2.61820
H 0.85193 0.68697 -1.71195
H 1.69279 -0.97951 0.60110
H 1.91991 -1.02872 -1.08550
H 1.18989 -2.40412 -0.17265
H -1.46487 -2.08656 0.61085
*
```

As for the SMILES: C[C@H]1C=CC[C@]1(C)S. The molar mass is 128.240 u. For the HOMO-LUMO gap, the calculation gives 9.788 eV.


Entry z
The molecule C7H12S. Source: OMol25; level of theory: ωB97M-V/def2-TZVPD.

ORCA input file:
```
! wB97M-V def2-TZVPD RIJCOSX def2/J DEFGRID3
* xyz 0 1
C 0.58664 2.13926 -1.14579
C -0.38084 1.36130 -0.34726
C -0.41187 0.68196 1.01900
S 0.26324 -0.28477 2.40896
C -0.62500 -1.72917 1.45896
C -1.05533 -1.34297 -0.06858
C -0.25561 -0.14516 -0.19788
C 1.19450 -0.58714 -0.57785
H 0.31629 3.18711 -1.02356
H 1.68988 2.19622 -0.88813
H 0.69241 1.82329 -2.24313
H -1.28006 1.88370 -0.64777
H -1.48606 0.81634 1.30276
H 0.22204 -2.45790 1.26602
H -1.40151 -2.13343 2.18141
H -0.72746 -2.23035 -0.72427
H -2.13063 -1.23033 0.05970
H 1.44058 -1.62920 -0.23275
H 1.99125 0.07349 0.03056
H 1.35755 -0.39225 -1.63041
*
```

As for the SMILES: C[C@@H]1[C@@H]2SCC[C@@]12C. The molar mass is 128.240 u. For the HOMO-LUMO gap, the calculation gives 9.206 eV.


What should be chosen as the most stable of them? Choose entry x.